The following is a DFT calculation (ωB97M-V/def2-TZVPD) of a cluster of 2 separate species, C2H3N in total in a non-equilibrium geometry.

Values from the calculation:
2S+1: 1
Net charge: 0
Energy above the lowest of the compared OMol25 structures with the same formula, charge and spin, kcal per mole: 98.42
Frontier orbital gap, eV: 10.112

```
6
Properties=species:S:1:pos:R:3:forces:R:3
C -0.348 0.679 -0.109 1.298 5.369 1.829
H 0.378 -1.155 -1.009 1.258 0.466 0.802
N -1.172 -0.227 -0.008 -1.552 0.454 1.160
H 0.925 -0.860 0.860 -1.272 -0.020 -1.402
H -0.097 2.135 0.334 -1.152 -4.426 -1.866
C 0.315 -0.572 -0.068 1.420 -1.843 -0.523
```
Forces are in eV/Å.

---

The following is a DFT calculation (ωB97M-V/def2-TZVPD) of an isolated molecule of C2H3N in a non-equilibrium geometry.

Values from the calculation:
2S+1: 1
Net charge: 0
Energy above the lowest of the compared OMol25 structures with the same formula, charge and spin, kcal per mole: 5.85
Frontier orbital gap, eV: 12.879

```
6
Properties=species:S:1:pos:R:3:forces:R:3
H -0.646 -1.489 0.751 0.564 -1.277 1.181
H -0.921 -1.228 -0.899 -0.393 -0.777 -1.605
N 1.077 0.903 -0.050 3.245 2.705 -0.167
C -0.886 -0.769 0.035 2.235 0.918 -0.091
H -1.778 -0.363 0.325 -2.371 1.210 0.406
C 0.188 0.229 -0.007 -3.280 -2.779 0.276
```
Forces are in eV/Å.

---

The following is a DFT calculation (ωB97M-V/def2-TZVPD) of a cluster of 2 separate species, C2H3N2O2 in total in a non-equilibrium geometry.

Values from the calculation:
2S+1: 1
Net charge: -1
Energy above the lowest of the compared OMol25 structures with the same formula, charge and spin, kcal per mole: 79.80
Frontier orbital gap (spin up / spin down), eV: 5.822 / 7.019

```
9
Properties=species:S:1:pos:R:3:forces:R:3
H 1.394 1.015 1.524 -0.391 -1.066 0.130
H 1.060 0.829 -0.569 0.825 1.311 -1.221
C 0.781 0.051 0.066 -1.477 -1.329 0.196
H -0.021 -1.089 -1.712 -0.377 0.320 1.766
C -0.067 -0.983 -0.540 0.346 -2.633 0.627
N -2.159 1.014 0.294 1.166 -0.062 -1.186
O -1.341 0.955 -0.600 -1.663 0.344 0.975
N 0.914 0.097 1.336 1.102 1.447 0.861
O -0.561 -1.888 0.200 0.470 1.668 -2.148
```
Forces are in eV/Å.

---

- What is the 2S+1 in the first record?
  1

---

- Which of these has the highest energy above the lowest of the compared OMol25 structures with the same formula, charge and spin?
  number 1

---

- The highest energy above the lowest of the compared OMol25 structures with the same formula, charge and spin belongs to which entry?
  number 1